1.
Entry from the Open Molecules 2025 dataset: a 2-piece molecular cluster, CH2FNO2 overall (wB97M-V/def2-TZVPD).

```
! RIJCOSX wB97M-V def2-TZVPD def2/J DEFGRID3
* xyz 0 1
C -0.72648 0.61434 -0.98544
N -0.27210 -0.51066 -0.61433
O 0.32458 -1.22224 0.14144
O 0.71839 -0.23145 1.67453
F 1.94518 -0.55898 2.14424
H -0.63766 1.49022 -0.50893
H -1.35190 0.41877 -1.85151
*
```

Summary:
* LUMO: -1.28 eV
* HOMO-LUMO gap: 8.43 eV

2.
Entry from the Open Molecules 2025 dataset: a 2-piece molecular cluster, CH2FNO2 overall (wB97M-V/def2-TZVPD).

```
! RIJCOSX wB97M-V def2-TZVPD def2/J DEFGRID3
* xyz 0 1
O 2.35010 0.76912 0.15615
C 2.56938 -0.34388 -0.10245
F 3.91981 -0.69932 -0.32876
H 2.02495 -1.25351 -0.07260
N -0.74878 0.66560 -0.34874
O -1.02797 -0.45674 0.03325
H -0.30408 1.37299 0.46979
*
```

Summary:
* LUMO: -0.58 eV
* SMILES string: O=CF.N=O
* HOMO-LUMO gap: 9.14 eV

3.
Entry from the Open Molecules 2025 dataset: the molecule CH2FNO2 (wB97M-V/def2-TZVPD).

```
! RIJCOSX wB97M-V def2-TZVPD def2/J DEFGRID3
* xyz 0 1
O -0.42066 -1.53187 0.53831
N -0.69700 -0.36883 0.28234
O -1.71681 0.19705 0.39390
C 0.43519 0.31342 -0.29005
F 1.30421 0.52141 0.75051
H 0.94933 -0.47882 -0.94622
H 0.14574 1.34764 -0.72880
*
```

Summary:
* LUMO: -0.23 eV
* SMILES string: O=[N+]([O-])CF
* HOMO-LUMO gap: 11.49 eV

From most stable to least stable, the computed energies give 2, 3, 1.

1.
Entry from the Open Molecules 2025 dataset: a 2-piece molecular cluster, C11H22N overall (wB97M-V/def2-TZVPD).

```
! RIJCOSX wB97M-V def2-TZVPD def2/J DEFGRID3
* xyz 1 1
C -1.18225 -2.50670 1.18251
C -1.66084 -3.34699 0.19831
C -0.86767 -1.26656 1.64990
C -1.37264 -0.62702 2.88783
C 2.26769 2.21497 -1.22860
C 0.01587 0.35168 -2.15429
C -0.57394 2.64714 -1.49011
C 1.37450 -2.21984 0.72874
C -1.31725 1.07718 -0.08305
C 1.33620 1.48533 -0.32571
C -0.06398 1.34093 -0.96601
N 0.18633 -2.28954 1.61683
H -1.47444 -4.44208 0.20373
H -2.54339 -3.10134 -0.37745
H -1.26987 -1.28665 3.80285
H -2.49581 -0.41521 2.79222
H -1.02040 0.28539 3.10739
H 2.77785 1.52695 -2.00957
H 1.74452 3.05157 -1.68607
H 3.15509 2.49387 -0.63321
H -0.87645 0.65382 -2.77149
H -0.02089 -0.71014 -1.81721
H 0.88569 0.54200 -2.68766
H -0.20896 2.61123 -2.48825
H -1.69526 2.84403 -1.64670
H -0.04931 3.48166 -0.89458
H 1.08893 -1.80639 -0.21350
H 2.16813 -1.48331 1.23329
H 1.84096 -3.21726 0.67255
H -2.14033 0.68308 -0.58516
H -1.28381 1.41243 0.90133
H 1.19264 2.23110 0.47459
H 1.71023 0.53240 0.13180
H 0.37285 -2.74772 2.47475
*
```

Summary:
* LUMO (spin up / spin down): -3.77 / -5.32 eV
* HOMO-LUMO gap (spin up / spin down): 8.38 / 5.71 eV

2.
Entry from the Open Molecules 2025 dataset: an isolated ion of composition C11H22N and charge +1 (wB97M-V/def2-TZVPD).

```
! RIJCOSX wB97M-V def2-TZVPD def2/J DEFGRID3
* xyz 1 1
C 2.74522 2.00878 0.08897
C 2.15892 0.73286 0.48384
C 3.10482 0.00475 1.50018
C 0.69479 0.67755 0.75510
C -0.06262 0.11641 -0.36331
C -0.27258 0.94864 -1.55341
C 0.37147 -1.40819 -0.54796
C -1.08831 -1.85002 -0.12538
C -2.17515 -1.37954 -0.98149
C -3.56911 -1.91700 -0.79098
N -1.49254 -0.47906 -0.01176
C -2.36843 0.19515 0.95497
H 2.58806 2.85768 0.84304
H 2.46546 2.30599 -0.85408
H 3.88124 1.97003 -0.03389
H 2.28489 0.06529 -0.46832
H 2.58143 -0.11200 2.50361
H 3.98994 0.63981 1.55365
H 3.37486 -0.95783 1.10520
H 0.34217 1.64329 1.02739
H 0.51946 0.09896 1.63242
H 0.09307 0.58934 -2.57825
H 0.09134 1.93250 -1.52695
H -1.34251 1.17608 -1.61917
H 1.01491 -1.72658 0.21401
H 0.67740 -1.78546 -1.55218
H -1.32481 -2.50621 0.61330
H -2.06287 -0.87533 -1.98698
H -3.86256 -2.21335 0.17695
H -3.59026 -2.72233 -1.44064
H -4.30041 -1.23535 -1.26938
H -1.76832 0.33960 1.88663
H -2.58625 1.15287 0.52094
H -3.18986 -0.54712 1.24406
*
```

Summary:
* LUMO: -2.34 eV
* SMILES string: CC(C)C[C@@]1(C)C[C@@H]2[C@@H](C)[N@@+]21C
* HOMO-LUMO gap: 11.71 eV

From most stable to least stable, the computed energies give 2, 1.

1.
Entry from the Open Molecules 2025 dataset: the molecule C25H29N3O3 (wB97M-V/def2-TZVPD).

```
! RIJCOSX wB97M-V def2-TZVPD def2/J DEFGRID3
* xyz 0 1
C -2.68686 -2.69285 0.70368
C -2.15174 -1.42157 0.04535
C -0.81889 -1.03990 0.59712
C -0.32023 0.15292 1.02896
C 1.00428 -0.10225 1.46445
C 1.22797 -1.43323 1.26587
C 2.39189 -2.32914 1.57995
N 3.40703 -2.54510 0.56566
C 4.35228 -1.47634 0.34015
C 3.85313 -0.38697 -0.61749
C 3.44579 -1.01828 -1.94954
O 2.99479 -0.05617 -2.90517
C 1.87388 0.66363 -2.55775
C 0.61395 0.22702 -2.95889
C -0.51763 0.93091 -2.59767
C -0.40888 2.08749 -1.83159
C -1.58332 2.84405 -1.31333
O -1.53594 4.02634 -1.03127
N -2.71065 2.09982 -1.16071
C -3.84042 2.60194 -0.40265
C -3.64223 2.26427 1.05490
C -2.98152 3.13944 1.91074
C -2.74733 2.73749 3.21500
C -3.18063 1.48322 3.61735
C -3.82476 0.68493 2.68632
N -4.04593 1.05899 1.43780
C 0.85607 2.55885 -1.49429
C 1.98910 1.85715 -1.85112
C 2.41319 -2.11764 -1.69380
C 2.95880 -3.13084 -0.67765
O 0.11853 -2.00312 0.73775
H -3.66141 -2.94541 0.29406
H -2.00759 -3.52408 0.53215
H -2.78816 -2.54524 1.77618
H -2.84759 -0.59945 0.22351
H -2.06679 -1.58749 -1.03412
H -0.82863 1.09549 1.04887
H 1.68695 0.61033 1.88179
H 2.90091 -1.93603 2.46391
H 1.98377 -3.31553 1.82745
H 4.61503 -1.03319 1.30286
H 5.25595 -1.93204 -0.08240
H 2.98915 0.11415 -0.17877
H 4.64140 0.34967 -0.78093
H 4.32938 -1.45181 -2.43391
H 0.53497 -0.66916 -3.55564
H -1.48341 0.58364 -2.93563
H -2.63399 1.09647 -1.21686
H -3.87536 3.68312 -0.54728
H -4.75257 2.13423 -0.77749
H -2.65101 4.10019 1.54840
H -2.23316 3.39008 3.90566
H -3.01843 1.13233 4.62440
H -4.17968 -0.30471 2.94320
H 0.92861 3.47920 -0.93447
H 2.96884 2.22449 -1.58730
H 1.49813 -1.66372 -1.31184
H 2.17692 -2.62927 -2.62846
H 2.19372 -3.87689 -0.45455
H 3.82032 -3.64444 -1.12093
*
```

Summary:
* LUMO: 0.73 eV
* SMILES string: CCc1ccc(CN2CCC(Oc3ccc(C(=O)NCc4ccccn4)cc3)CC2)o1
* HOMO-LUMO gap: 8.84 eV

2.
Entry from the Open Molecules 2025 dataset: the molecule C25H29N3O3 (wB97M-V/def2-TZVPD).

```
! RIJCOSX wB97M-V def2-TZVPD def2/J DEFGRID3
* xyz 0 1
C -9.17253 -1.42018 1.58102
C -8.14425 -2.09063 0.66611
C -7.41671 -1.08483 -0.15931
C -7.61283 -0.64204 -1.43337
C -6.63672 0.35826 -1.66489
C -5.91335 0.45938 -0.51503
C -4.74447 1.31010 -0.14654
N -3.56732 0.93375 -0.91802
C -2.45759 1.85328 -0.78364
C -1.73914 1.76955 0.57077
C -1.26467 0.33221 0.82294
O -0.27238 -0.05713 -0.11564
C 1.00148 0.38630 0.00582
C 1.86692 -0.00476 -1.02140
C 3.19529 0.35554 -1.00509
C 3.70265 1.12664 0.03973
C 5.12050 1.56837 0.12350
O 5.46419 2.55312 0.75474
N 6.00467 0.81159 -0.57275
C 7.42433 1.02817 -0.46088
C 8.16002 -0.26821 -0.25684
C 9.50403 -0.28331 0.10754
C 10.13469 -1.50396 0.26572
C 9.40804 -2.66738 0.05488
C 8.07791 -2.54630 -0.30850
N 7.46989 -1.38219 -0.46229
C 2.83558 1.53080 1.04831
C 1.50307 1.16654 1.04474
C -2.43366 -0.64260 0.65504
C -3.12059 -0.42781 -0.70019
O -6.38317 -0.41803 0.40240
H -9.90620 -0.87726 0.98985
H -9.68936 -2.16664 2.17925
H -8.68001 -0.71824 2.24955
H -8.64624 -2.79400 0.00040
H -7.42322 -2.63954 1.27561
H -8.35733 -0.98615 -2.12220
H -6.48780 0.92322 -2.56146
H -4.96641 2.35368 -0.39040
H -4.60283 1.23185 0.94348
H -1.74117 1.61004 -1.57406
H -2.82046 2.87005 -0.95144
H -0.88783 2.45182 0.56690
H -2.41188 2.06571 1.37745
H -0.86205 0.23793 1.84337
H 1.46140 -0.59667 -1.82729
H 3.82932 0.05642 -1.82645
H 5.75499 -0.11586 -0.88480
H 7.80527 1.51199 -1.37261
H 7.59816 1.71541 0.37487
H 10.03296 0.64415 0.26452
H 11.17562 -1.55041 0.55141
H 9.86222 -3.63879 0.17024
H 7.46117 -3.41762 -0.48781
H 3.22879 2.14355 1.84562
H 0.87050 1.49637 1.85388
H -2.06010 -1.66513 0.71473
H -3.14418 -0.48820 1.46829
H -2.40921 -0.66558 -1.49519
H -3.97803 -1.09635 -0.79463
*
```

Summary:
* LUMO: 0.82 eV
* SMILES string: CCc1ccc(CN2CCC(Oc3ccc(C(=O)NCc4ccccn4)cc3)CC2)o1
* HOMO-LUMO gap: 8.96 eV

From most stable to least stable, the computed energies give 1, 2.

1.
Entry from the Open Molecules 2025 dataset: C3H3ClIN as an isolated structure (wB97M-V/def2-TZVPD).

```
! RIJCOSX wB97M-V def2-TZVPD def2/J DEFGRID3
* xyz 0 1
C -0.15783 -2.21934 0.36767
C -0.82959 0.38695 -0.26364
C 0.91933 -1.33708 0.42775
N -1.16830 -2.80789 0.27818
Cl 2.17907 -1.38906 -0.81456
I -2.52829 -0.67249 -0.65064
H -0.84338 1.23077 0.31023
H -0.08934 0.41664 -1.05479
H 1.17186 -1.11354 1.51393
*
```

Summary:
* LUMO (spin up / spin down): -1.08 / -1.08 eV
* HOMO-LUMO gap (spin up / spin down): 7.80 / 7.80 eV

2.
Entry from the Open Molecules 2025 dataset: the molecule C3H3ClIN (wB97M-V/def2-TZVPD).

```
! RIJCOSX wB97M-V def2-TZVPD def2/J DEFGRID3
* xyz 0 1
C 0.01201 2.50170 0.60063
C 1.12485 -0.59771 -0.97022
C -1.23431 2.11065 0.77636
N 1.17422 2.67833 0.54808
Cl -2.26171 1.94088 -0.64123
I 2.36807 0.66841 -0.09257
H 0.57468 -1.24672 -0.44942
H 1.08464 -0.78583 -2.07303
H -1.67306 2.32189 1.66136
*
```

Summary:
* LUMO (spin up / spin down): -1.58 / -0.64 eV
* HOMO-LUMO gap (spin up / spin down): 6.16 / 7.74 eV

From most stable to least stable, the computed energies give 1, 2.

1.
Entry from the Open Molecules 2025 dataset: the molecule C2H3N3O (wB97M-V/def2-TZVPD).

```
! RIJCOSX wB97M-V def2-TZVPD def2/J DEFGRID3
* xyz 0 1
O -1.27221 0.20270 -0.37546
N 0.12555 -0.00603 -0.23557
C 1.00388 1.11151 -0.09817
N 2.23695 0.63131 -0.06758
N 2.17657 -0.66893 -0.09432
C 0.92511 -1.08688 -0.10442
H -1.79955 -0.56613 -0.19520
H 0.83080 2.16913 -0.02356
H 0.44144 -2.00538 -0.05810
*
```

Summary:
* LUMO: 0.31 eV
* SMILES string: On1cnnc1
* HOMO-LUMO gap: 9.92 eV

2.
Entry from the Open Molecules 2025 dataset: the molecule C2H3N3O (wB97M-V/def2-TZVPD).

```
! RIJCOSX wB97M-V def2-TZVPD def2/J DEFGRID3
* xyz 0 1
N 0.41967 1.45225 -0.52268
C 0.25018 0.46654 0.42182
C -0.69958 -0.58404 -0.01199
N -0.45589 -1.80704 0.35703
N -0.20509 -2.87497 0.63649
O 0.81269 0.46998 1.50049
H 1.16444 2.10461 -0.31933
H 0.32368 1.18788 -1.49216
H -1.61010 -0.41520 -0.56967
*
```

Summary:
* LUMO: 0.53 eV
* HOMO-LUMO gap: 9.60 eV

3.
Entry from the Open Molecules 2025 dataset: the molecule C2H3N3O (wB97M-V/def2-TZVPD).

```
! RIJCOSX wB97M-V def2-TZVPD def2/J DEFGRID3
* xyz 0 1
N 0.85271 0.36050 -1.10662
C -0.15921 0.64738 -0.26511
C -0.69220 -0.18783 0.79427
N -0.28970 -1.35276 1.20426
N 0.08143 -2.37806 1.54008
O -0.76788 1.71737 -0.30654
H 1.05565 1.08491 -1.77645
H 1.34835 -0.51152 -1.13905
H -1.42915 0.62003 1.05517
*
```

Summary:
* LUMO: 0.23 eV
* HOMO-LUMO gap: 9.25 eV

4.
Entry from the Open Molecules 2025 dataset: the molecule C2H3N3O (wB97M-V/def2-TZVPD).

```
! RIJCOSX wB97M-V def2-TZVPD def2/J DEFGRID3
* xyz 0 1
O -0.89154 -1.36900 1.21285
C -0.39530 -0.39659 0.54177
N 0.59125 0.60226 0.91278
C 1.12328 0.84361 -0.18018
N 0.42613 0.44082 -1.34413
N -0.83511 -0.09307 -0.75542
H 2.03531 1.60429 -0.14209
H 0.07335 1.13126 -2.10775
H -0.62001 -1.11566 -1.31522
*
```

Summary:
* LUMO: 0.50 eV
* SMILES string: O=c1nc[nH][nH]1
* HOMO-LUMO gap: 10.55 eV

From most stable to least stable, the computed energies give 2, 3, 4, 1.

1.
Entry from the Open Molecules 2025 dataset: C2H3N3O as an isolated structure (wB97M-V/def2-TZVPD).

```
! RIJCOSX wB97M-V def2-TZVPD def2/J DEFGRID3
* xyz 0 1
C -0.46947 -0.37988 -0.94939
C -1.09194 0.75955 0.62466
H 2.19755 -0.79981 0.78675
H -0.44122 -1.21758 -1.76849
H -1.58704 1.55165 1.31667
N 0.66924 -0.31337 -0.08258
N -1.48055 0.39243 -0.53653
N 0.26920 0.60833 0.86477
O 1.93424 -0.60132 -0.25586
*
```

Summary:
* LUMO: 0.57 eV
* HOMO-LUMO gap: 10.13 eV

2.
Entry from the Open Molecules 2025 dataset: the molecule C2H3N3O (wB97M-V/def2-TZVPD).

```
! RIJCOSX wB97M-V def2-TZVPD def2/J DEFGRID3
* xyz 0 1
C -0.80773 -0.96492 -0.10560
N -1.38711 0.07828 -0.07190
N -0.60211 1.05723 0.16525
C 0.75852 0.96397 -0.02027
N 1.41144 -0.10638 -0.12889
O 0.67479 -1.15410 0.15282
H -1.48761 -1.74636 -0.01372
H -0.99255 1.88012 -0.12344
H 1.42149 1.90084 -0.08136
*
```

Summary:
* LUMO: 0.87 eV
* SMILES string: C1=NNC=NO1
* HOMO-LUMO gap: 9.34 eV

From most stable to least stable, the computed energies give 1, 2.

1.
Entry from the Open Molecules 2025 dataset: a 2-piece molecular cluster, C2H3N3O overall (wB97M-V/def2-TZVPD).

```
! RIJCOSX wB97M-V def2-TZVPD def2/J DEFGRID3
* xyz 0 1
O 2.34272 0.12694 0.09141
C 1.16404 0.17983 0.67589
N 0.17594 0.88608 0.49634
N -1.05094 0.99625 0.25451
C -1.21792 -1.52258 -0.47703
N -0.10345 -1.82292 -0.52997
H 2.32977 0.55673 -0.78095
H -1.38870 1.85167 0.70495
H -2.25145 -1.25199 -0.43515
*
```

Summary:
* LUMO (spin up / spin down): 0.09 / 0.09 eV
* HOMO-LUMO gap (spin up / spin down): 9.08 / 9.08 eV

2.
Entry from the Open Molecules 2025 dataset: the molecule C2H3N3O (wB97M-V/def2-TZVPD).

```
! RIJCOSX wB97M-V def2-TZVPD def2/J DEFGRID3
* xyz 0 1
C 0.26028 0.06743 1.74141
N -0.25272 0.35309 0.42722
C -0.07504 -0.09012 -0.66300
N 0.18385 -0.66353 -1.74669
N -0.27983 -0.28065 -2.99016
O -1.02141 0.66436 -2.97245
H 0.02128 -0.97083 1.98317
H 1.34567 0.19190 1.73719
H -0.18209 0.72836 2.48331
*
```

Summary:
* LUMO: 0.07 eV
* SMILES string: CN=C=NN=O
* HOMO-LUMO gap: 9.89 eV

From most stable to least stable, the computed energies give 2, 1.

1.
Entry from the Open Molecules 2025 dataset: a 2-piece molecular cluster, C2H3N3O overall (wB97M-V/def2-TZVPD).

```
! RIJCOSX wB97M-V def2-TZVPD def2/J DEFGRID3
* xyz 0 1
C 1.48587 0.97467 1.00770
N 0.82099 0.05942 0.42218
N 0.75909 -1.09829 0.19803
O 0.16541 -1.84666 -0.54734
H 2.47598 1.41441 0.65067
H 1.06129 1.62632 1.78884
C -2.23589 -0.39693 -1.12831
N -2.17567 0.57272 -0.56016
H -2.35707 -1.30568 -1.83161
*
```

Summary:
* LUMO (spin up / spin down): -0.07 / -0.07 eV
* SMILES string: C=NN=O.C#N
* HOMO-LUMO gap (spin up / spin down): 8.54 / 8.54 eV

2.
Entry from the Open Molecules 2025 dataset: the molecule C2H3N3O (wB97M-V/def2-TZVPD).

```
! RIJCOSX wB97M-V def2-TZVPD def2/J DEFGRID3
* xyz 0 1
O 2.23195 0.25245 -0.27571
C 0.90643 0.33538 -0.06471
C -0.07472 1.15437 0.06817
N -1.61144 -0.18386 0.15025
N -0.91341 -1.24733 0.09757
N 0.30480 -1.23371 0.04515
H 2.42008 -0.70583 -0.29527
H -0.65524 2.03600 0.24387
H -2.62135 -0.41792 0.02822
*
```

Summary:
* LUMO: 0.11 eV
* HOMO-LUMO gap: 9.90 eV

From most stable to least stable, the computed energies give 2, 1.